Below is the molecule C28H33N3O6S, with properties calculated with wB97M-V/def2-TZVPD.

Structure (XYZ):
```
71
Properties=species:S:1:pos:R:3:forces:R:3
C -4.57514 -3.09967 1.89905 0.085 -0.153 0.106
O -5.06665 -1.95502 1.25001 0.005 0.361 -0.170
C -4.19172 -0.95216 0.96023 -0.156 0.107 -0.102
C -2.84876 -0.95926 1.29596 -0.010 0.055 0.087
C -2.03590 0.11110 0.94728 -0.327 0.223 0.122
C -0.55803 0.02672 1.24613 -0.102 0.124 0.510
C 0.10366 1.41897 1.18581 -0.133 -0.520 0.013
O -0.22319 2.25245 2.00789 -0.057 0.100 0.237
N 0.95382 1.62459 0.16662 0.314 -0.022 -0.378
C 1.71503 2.86288 -0.03276 0.039 0.383 0.064
C 0.76368 4.06180 -0.05058 0.084 -0.123 0.144
C 2.41494 2.74520 -1.38596 -0.076 -0.064 0.213
C 2.74229 3.00892 1.09235 -0.186 -0.061 -0.083
N 0.05482 -0.99538 0.39141 -0.328 0.349 0.089
C 1.11366 -1.67133 0.88867 0.298 -0.373 -0.143
O 1.56431 -1.46822 2.00013 0.058 0.031 0.091
C 1.82097 -2.65723 -0.05478 0.086 0.254 -0.084
N 3.24492 -2.40659 0.02997 -0.042 -0.105 0.014
C 3.66840 -1.16880 -0.33806 0.000 -0.576 -0.001
O 2.92496 -0.38271 -0.90968 -0.096 0.094 -0.038
C 5.06792 -0.85069 -0.06540 0.552 0.526 0.008
C 6.08516 -1.60507 0.45965 -0.452 0.124 -0.169
C 7.29432 -0.89426 0.55235 0.207 0.150 0.029
C 7.18085 0.38625 0.10171 -0.345 0.068 -0.116
S 5.60376 0.75050 -0.44852 0.177 -0.518 0.189
C -0.61165 -1.34026 -0.81023 -0.057 -0.350 -0.538
C -0.82036 -0.38792 -1.80006 0.137 -0.172 0.024
C -1.53117 -0.72258 -2.93813 -0.034 0.003 -0.051
C -2.03727 -2.00083 -3.09943 -0.039 -0.018 -0.055
C -1.82669 -2.95232 -2.11625 0.016 -0.097 -0.042
C -1.12155 -2.62426 -0.97343 0.067 0.178 -0.016
C -2.57469 1.18403 0.26386 -0.010 -0.003 0.171
C -3.92328 1.21643 -0.07763 -0.098 -0.083 -0.016
O -4.48186 2.25526 -0.77711 -0.119 -0.483 0.143
C -3.69013 3.38751 -1.04333 0.103 0.175 -0.057
C -4.75131 0.14229 0.27151 -0.172 -0.071 0.035
O -6.07766 0.01059 -0.02462 0.503 -0.136 -0.081
C -6.88419 1.16072 -0.15060 -0.353 0.284 -0.100
H -5.43066 -3.76466 2.00725 0.088 0.008 0.015
H -4.17461 -2.86400 2.89086 0.005 -0.008 -0.045
H -3.80233 -3.59882 1.30430 -0.006 0.022 0.028
H -2.41920 -1.78849 1.83411 0.028 -0.151 0.064
H -0.41423 -0.31055 2.28225 -0.038 0.138 -0.245
H 1.35506 0.81834 -0.29877 -0.143 -0.084 0.105
H 1.32657 4.97222 -0.23819 0.091 0.115 -0.075
H 0.25228 4.15118 0.90269 -0.029 0.078 -0.001
H 0.02163 3.94425 -0.83840 -0.085 -0.012 -0.127
H 3.01969 1.84386 -1.42252 0.065 -0.035 -0.061
H 3.05827 3.60537 -1.54912 0.046 0.136 -0.006
H 1.68360 2.70234 -2.19040 -0.095 -0.004 -0.121
H 3.40903 2.14932 1.09881 0.096 -0.074 0.016
H 3.33298 3.91066 0.95556 0.097 0.133 -0.021
H 2.23039 3.06283 2.04954 -0.006 0.021 0.105
H 1.62503 -3.68506 0.25056 -0.037 0.065 -0.040
H 1.50551 -2.50370 -1.08843 0.024 -0.158 0.183
H 3.75841 -2.89755 0.74324 0.009 0.111 -0.022
H 5.98338 -2.63260 0.76053 -0.051 -0.196 0.036
H 8.20629 -1.31370 0.93759 0.159 -0.041 0.055
H 7.94149 1.14059 0.06444 0.193 0.134 0.004
H -0.42477 0.60660 -1.67601 0.031 0.111 0.024
H -1.69140 0.02083 -3.70451 -0.014 0.078 -0.062
H -2.59707 -2.25490 -3.98645 -0.053 -0.019 -0.082
H -2.22306 -3.94989 -2.23312 -0.034 -0.087 -0.010
H -0.97094 -3.35848 -0.19529 -0.023 -0.058 0.123
H -1.93627 2.00839 0.00004 0.052 0.163 -0.066
H -2.87172 3.15273 -1.73187 0.002 0.015 0.043
H -4.36030 4.10421 -1.51660 0.092 -0.011 0.020
H -3.28253 3.82253 -0.12602 0.008 -0.025 -0.028
H -7.91059 0.79701 -0.09940 0.042 0.052 0.025
H -6.72326 1.66831 -1.10420 -0.056 -0.053 0.139
H -6.70812 1.86605 0.66535 0.003 -0.023 -0.020
```
Positions in Å, forces in eV/Å.

Output
- Molar mass: 539.65 g/mol
- LUMO level: 0.18 eV
- Electronic energy: -57162.6532 eV
- Orbital gap: 7.961 eV
- Highest occupied orbital energy: -0.2861 hartree
- Energy above the lowest of the compared OMol25 structures with the same formula, charge and spin: 0.734 eV